No. 1
Computed, not measured: C36H33MnN10O4PTe as an isolated structure in a non-equilibrium geometry, with ωB97M-V/def2-TZVPD.

The spin multiplicity is 6. As for the HOMO energy (alpha / beta): -6.8 / -7.5 eV. As for the HOMO-LUMO gap (alpha / beta): 0.2038 / 0.2264 Eh. For the relative energy (zero: lowest compared OMol25 entry of this formula, charge and spin), the calculation gives 0.0 kcal per mole. As for the largest force on an atom: 3.71 eV/Å. The total charge is 0. As for the expectation value of S²: 8.7628.

Last column: Mulliken charge in e.
Element x y z (Å)
Mn1 0.518 0.304 0.333  0.69
C1 2.786 -3.469 0.635  -0.54
C2 2.375 -2.165 0.845  -0.40
N1 1.106 -1.801 0.692  0.43
C3 0.218 -2.769 0.340  0.30
C4 0.670 -4.076 0.137  -0.51
N2 1.929 -4.428 0.275  -0.64
C5 -1.159 -2.348 0.131  -0.21
C6 -2.228 -3.230 0.091  -0.78
C7 -3.528 -2.749 -0.152  0.92
C8 -3.661 -1.377 -0.375  -0.79
C9 -2.570 -0.526 -0.235  0.42
N3 -1.329 -1.016 0.003  0.87
C10 -2.663 0.916 -0.209  -0.50
C11 -3.854 1.632 -0.404  -0.49
N4 -3.965 2.922 -0.204  -0.62
C12 -2.872 3.555 0.252  -0.60
C13 -1.670 2.899 0.396  -0.35
N5 -1.523 1.603 0.122  0.56
C14 -4.692 -3.630 -0.119  0.97
C15 -5.990 -3.122 0.013  -0.59
C16 -7.063 -3.990 0.044  -0.40
N6 -6.946 -5.307 -0.024  -0.62
C17 -5.723 -5.799 -0.132  -0.40
C18 -4.581 -5.023 -0.192  -0.53
H1 3.820 -3.766 0.738  0.43
H2 3.071 -1.388 1.137  0.50
H3 -0.011 -4.858 -0.176  0.53
H4 -2.063 -4.277 0.280  0.50
H5 -4.620 -0.972 -0.642  0.40
H6 -4.752 1.134 -0.743  0.44
H7 -2.986 4.602 0.483  0.41
H8 -0.796 3.423 0.753  0.37
H9 -6.168 -2.062 0.105  0.36
H10 -8.072 -3.610 0.135  0.38
H11 -5.657 -6.879 -0.171  0.38
H12 -3.624 -5.505 -0.312  0.37
N7 -0.151 -0.234 10.122  -0.52
C19 -0.102 -0.117 8.981  0.05
C20 -0.056 0.020 7.579  0.48
C21 -0.072 1.287 6.989  -0.63
C22 -0.071 1.408 5.618  -0.57
C23 -0.044 0.269 4.804  0.10
C24 0.001 -0.997 5.404  -0.47
C25 -0.003 -1.122 6.773  -0.68
C26 -0.005 0.371 3.400  0.33
C27 0.120 0.430 2.184  0.10
H13 -0.076 2.166 7.617  0.44
H14 -0.085 2.382 5.154  0.48
H15 0.043 -1.876 4.777  0.51
H16 0.045 -2.098 7.232  0.43
C28 5.759 0.372 -2.698  -1.40
C29 4.527 -0.436 -3.063  -0.11
O1 3.460 -0.112 -2.198  -0.05
P1 1.957 -0.557 -2.617  -1.09
O2 1.123 -0.063 -1.474  0.36
Te1 1.332 0.153 -4.769  -0.24
O3 2.068 -2.176 -2.448  -0.15
C30 1.742 -3.058 -3.496  -0.63
C31 0.253 -3.360 -3.548  -0.74
H17 6.574 0.096 -3.360  0.40
H18 6.061 0.178 -1.673  0.31
H19 5.571 1.437 -2.806  0.32
H20 4.737 -1.510 -2.990  0.20
H21 4.228 -0.214 -4.098  0.33
H22 2.314 -3.969 -3.302  0.37
H23 2.067 -2.637 -4.460  0.46
H24 -0.072 -3.824 -2.619  0.03
H25 0.056 -4.032 -4.379  0.47
H26 -0.313 -2.441 -3.697  0.24
C32 2.772 4.830 2.385  -1.05
N8 2.282 4.288 1.139  0.18
C33 1.954 5.105 0.121  -0.13
C34 1.452 4.613 -1.036  -1.30
C35 1.213 3.210 -1.110  0.69
N9 1.462 2.421 -0.072  0.17
C36 2.051 2.899 1.055  -0.05
O4 2.372 2.172 1.972  -0.62
N10 0.670 2.690 -2.211  -0.01
H27 3.302 5.761 2.193  0.38
H28 3.437 4.107 2.852  0.31
H29 1.938 5.024 3.063  0.32
H30 2.122 6.162 0.275  0.36
H31 1.198 5.254 -1.860  0.47
H32 0.617 3.236 -3.054  0.24
H33 0.588 1.680 -2.262  -0.34

Force components x, y, z for each atom (eV/Å):
-0.122 0.916 -1.179
-0.298 -0.463 -0.139
-0.326 0.146 0.051
-0.165 -1.881 -0.480
1.834 0.197 0.343
-0.680 0.379 -0.005
0.757 0.176 0.175
-0.961 1.205 -0.272
-0.570 0.174 -0.037
1.306 0.597 0.031
0.086 -0.081 0.081
1.290 -1.875 0.160
-1.077 -0.627 -0.404
0.871 2.431 0.269
0.220 -0.874 -0.086
0.464 0.898 0.376
-0.814 -0.382 -0.328
0.284 -0.462 -0.101
-1.745 -0.394 -0.448
-0.947 -0.711 -0.045
0.450 -0.036 -0.053
-0.145 0.122 0.020
-0.280 -0.153 0.040
0.107 -0.201 -0.023
0.085 0.447 -0.031
0.108 0.075 0.052
0.044 0.053 -0.021
-0.067 0.001 0.000
0.005 -0.053 0.068
-0.141 0.081 0.069
-0.041 -0.113 -0.003
0.083 0.154 0.031
0.154 0.019 -0.053
-0.047 0.078 0.040
-0.038 0.078 0.015
0.097 -0.059 -0.042
0.085 -0.063 -0.015
-0.005 -0.030 0.356
0.023 -0.028 0.634
0.061 0.064 -0.974
-0.025 -0.167 0.179
-0.008 -0.125 -0.057
0.059 -0.114 0.408
-0.021 0.130 0.032
-0.017 0.126 0.182
-0.063 0.074 -0.872
-0.589 0.286 3.650
-0.058 0.040 0.052
0.015 0.058 -0.046
0.003 -0.011 -0.059
-0.050 -0.058 0.075
-0.357 -0.140 0.040
0.635 -0.086 -0.582
-0.839 0.088 0.154
0.914 -0.521 0.057
0.015 -0.094 -1.274
0.013 0.005 0.026
0.031 1.031 0.270
-0.187 -0.626 -0.755
0.274 0.132 0.115
0.156 -0.035 -0.091
0.048 -0.033 0.141
-0.059 0.103 -0.021
-0.025 0.068 -0.011
0.085 -0.085 0.134
-0.028 0.030 -0.050
-0.049 -0.148 0.253
-0.063 -0.104 0.063
-0.116 -0.103 -0.063
-0.017 0.019 -0.060
0.071 0.048 0.414
-0.112 0.028 -0.012
-0.145 -0.201 -0.558
0.075 0.370 0.144
0.080 0.034 0.308
-0.215 -0.013 -0.622
0.263 -0.215 0.234
0.343 0.288 0.145
-0.087 0.009 0.228
0.012 -0.023 -0.009
-0.036 0.050 -0.042
0.078 -0.018 0.069
0.048 0.013 0.006
0.010 0.176 -0.110
-0.019 -0.170 0.040
0.015 0.080 -0.198

No. 2
Computed, not measured: C36H33N4O2TeTi as an isolated structure in a non-equilibrium geometry, with ωB97M-V/def2-TZVPD.

The spin multiplicity is 3. As for the HOMO energy (alpha / beta): -8.7 / -10.2 eV. As for the HOMO-LUMO gap (alpha / beta): 0.2236 / 0.2648 Eh. For the relative energy (zero: lowest compared OMol25 entry of this formula, charge and spin), the calculation gives 16.7 kcal per mole. As for the largest force on an atom: 1.48 eV/Å. The total charge is +1. As for the expectation value of S²: 2.0285.

Last column: Mulliken charge in e.
Element x y z (Å)
Ti1 -0.028 -0.440 0.829  -0.78
C1 -2.764 -4.018 -0.200  -0.51
O1 -1.884 -4.287 0.938  -0.50
C2 -1.122 -3.214 1.076  0.25
N1 -1.321 -2.213 0.290  0.71
C3 -2.410 -2.577 -0.631  -0.29
C4 -1.977 -2.417 -2.069  -0.32
C5 -2.871 -1.944 -3.022  -0.12
C6 -2.468 -1.769 -4.341  -0.92
C7 -1.164 -2.066 -4.712  -0.52
C8 -0.268 -2.547 -3.764  -0.79
C9 -0.674 -2.723 -2.449  0.06
C10 0.015 -3.202 1.999  -0.47
C11 0.490 -4.242 2.734  -0.41
C12 1.766 -4.122 3.337  -0.81
C13 2.546 -3.005 3.066  -0.62
C14 2.014 -1.980 2.308  -0.19
N2 0.711 -2.022 1.863  0.47
C15 2.677 -0.828 1.745  0.01
N3 2.023 -0.059 0.915  0.70
C16 2.910 1.065 0.576  -0.13
C17 4.271 0.586 1.114  -0.45
O2 3.939 -0.530 2.002  -0.52
C18 2.957 1.392 -0.895  -0.03
C19 3.336 2.672 -1.294  -0.21
C20 3.448 2.986 -2.642  -0.84
C21 3.171 2.024 -3.606  -0.51
C22 2.789 0.749 -3.213  -0.79
C23 2.684 0.437 -1.864  0.05
H1 -3.787 -4.134 0.144  0.35
H2 -2.540 -4.754 -0.968  0.34
H3 -3.259 -1.913 -0.459  0.31
H4 -3.886 -1.692 -2.730  0.47
H5 -3.170 -1.398 -5.076  0.43
H6 -0.846 -1.928 -5.737  0.44
H7 0.748 -2.788 -4.050  0.46
H8 0.032 -3.092 -1.714  0.40
H9 -0.084 -5.156 2.817  0.60
H10 2.162 -4.932 3.932  0.46
H11 3.568 -2.941 3.416  0.59
H12 2.550 1.937 1.127  0.27
H13 4.806 1.326 1.700  0.35
H14 4.909 0.197 0.323  0.37
H15 3.541 3.432 -0.547  0.45
H16 3.749 3.982 -2.942  0.43
H17 3.257 2.265 -4.658  0.44
H18 2.574 -0.008 -3.957  0.43
H19 2.397 -0.565 -1.565  0.34
C24 -0.915 2.095 -2.569  -0.84
C25 -0.706 3.350 -2.022  -0.96
C26 -0.446 3.476 -0.672  -1.19
C27 -0.375 2.344 0.129  0.46
N4 -0.553 1.121 -0.424  1.71
C28 -0.832 1.003 -1.729  -0.42
C29 -0.129 2.356 1.600  0.81
C30 -0.053 3.554 2.311  -0.75
C31 0.134 3.536 3.682  -1.01
C32 0.234 2.313 4.339  -0.82
C33 0.145 1.124 3.628  -0.69
C34 -0.047 1.105 2.242  1.46
H20 -1.130 1.956 -3.619  0.56
H21 -0.748 4.233 -2.647  0.46
H22 -0.284 4.450 -0.233  0.52
H23 -0.980 -0.003 -2.107  0.03
H24 -0.139 4.511 1.810  0.36
H25 0.195 4.463 4.235  0.43
H26 0.380 2.295 5.413  0.45
H27 0.227 0.188 4.173  0.44
C35 -4.136 0.666 0.084  -1.02
Te1 -3.079 -0.016 1.791  0.52
C36 -3.313 1.772 2.867  -1.02
H28 -3.527 0.528 -0.807  0.11
H29 -4.317 1.728 0.236  0.48
H30 -5.080 0.137 -0.011  0.42
H31 -4.378 1.971 2.957  0.40
H32 -2.794 2.572 2.346  0.30
H33 -2.873 1.627 3.851  0.35

Force components x, y, z for each atom (eV/Å):
-1.028 -0.786 0.726
0.205 -0.080 0.192
-0.314 -0.001 -0.221
0.589 -0.246 0.379
0.117 0.038 -0.162
0.030 0.125 0.105
0.001 -0.052 -0.018
0.001 0.066 -0.043
0.047 -0.016 0.053
-0.020 -0.003 0.034
-0.015 0.011 -0.002
0.019 -0.004 -0.054
-0.119 0.563 -0.533
0.346 -0.344 0.368
-0.203 0.016 -0.133
0.117 -0.176 0.161
-0.275 0.344 -0.352
0.174 -0.494 0.157
-0.292 -0.513 0.088
0.718 -0.177 -0.132
-0.102 -0.194 -0.011
-0.065 -0.177 0.254
0.231 0.380 -0.053
-0.048 0.162 -0.043
-0.038 0.041 -0.052
-0.036 -0.084 -0.022
0.009 0.023 0.068
-0.030 0.024 0.017
0.025 -0.093 -0.052
-0.035 0.018 0.001
0.009 -0.039 -0.023
-0.068 -0.009 0.010
0.012 -0.020 -0.003
-0.002 -0.006 0.013
-0.009 0.002 0.004
-0.013 0.002 -0.008
0.003 -0.013 0.008
0.024 0.021 -0.001
-0.010 0.003 -0.002
-0.029 0.010 -0.011
0.064 0.096 0.032
0.012 0.016 0.004
0.031 -0.030 -0.036
-0.007 -0.042 -0.004
-0.006 -0.014 0.020
0.004 0.009 0.019
0.005 0.019 0.003
-0.009 -0.012 0.007
-0.046 -0.185 0.006
0.014 0.195 -0.057
0.005 0.090 0.077
-0.009 -0.005 0.197
-0.089 0.856 -0.752
0.087 0.241 -0.058
-0.196 -0.013 -0.353
0.098 0.098 0.028
-0.010 -0.081 -0.022
-0.004 0.053 0.020
0.022 -0.070 -0.103
0.022 0.618 0.337
0.002 0.003 0.007
-0.005 -0.017 0.000
-0.016 0.017 -0.061
0.045 -0.025 0.002
0.001 -0.029 0.008
0.001 -0.006 0.004
-0.002 -0.025 -0.019
0.002 -0.026 0.003
-0.016 0.069 -0.161
0.181 -0.524 0.096
-0.002 0.183 0.057
-0.032 0.025 -0.015
-0.037 -0.005 -0.072
-0.029 0.037 -0.029
0.037 0.082 0.051
-0.036 0.040 0.058
-0.006 0.039 -0.003

No. 3
Computed, not measured: C36H33N6O2S2W as an isolated structure in a non-equilibrium geometry, with ωB97M-V/def2-TZVPD.

The spin multiplicity is 3. As for the HOMO energy (alpha / beta): -10.0 / -10.0 eV. As for the HOMO-LUMO gap (alpha / beta): 0.2350 / 0.2264 Eh. For the relative energy (zero: lowest compared OMol25 entry of this formula, charge and spin), the calculation gives 11.1 kcal per mole. As for the largest force on an atom: 1.41 eV/Å. The total charge is +1. As for the expectation value of S²: 2.0152.

Last column: Mulliken charge in e.
Element x y z (Å)
W1 0.748 0.540 0.717  -0.36
C1 1.568 -0.414 4.535  -1.51
C2 2.028 -1.124 3.293  0.86
C3 2.678 -0.419 2.252  -0.58
C4 3.287 -1.143 1.207  -0.42
C5 3.209 -2.527 1.168  -0.46
C6 2.565 -3.206 2.192  -0.57
C7 1.980 -2.510 3.240  -0.68
H1 2.250 -0.655 5.353  0.45
H2 0.572 -0.740 4.837  0.34
H3 1.559 0.667 4.406  0.22
H4 3.031 0.579 2.486  0.98
H5 3.930 -0.646 0.493  0.60
H6 3.676 -3.059 0.352  0.49
H7 2.544 -4.289 2.187  0.47
H8 1.519 -3.051 4.059  0.48
N1 -2.350 -2.064 -6.264  -0.51
C8 -1.326 -1.827 -5.388  0.98
C9 -0.379 -2.826 -5.112  -0.81
C10 0.629 -2.603 -4.199  -0.39
C11 0.705 -1.375 -3.561  -0.24
C12 -0.222 -0.370 -3.812  -0.44
C13 -1.237 -0.597 -4.715  -0.81
S1 1.968 -1.050 -2.399  1.45
O1 2.557 0.233 -2.648  -0.79
O2 2.830 -2.184 -2.242  -0.76
N2 1.126 -0.816 -0.962  -0.26
C14 0.484 -1.836 -0.381  0.15
N3 0.216 -3.021 -0.926  -0.45
C15 -0.558 -3.837 -0.230  -0.66
C16 -1.097 -3.498 1.012  -1.15
C17 -0.751 -2.275 1.529  -0.84
N4 0.070 -1.449 0.872  1.31
H9 -2.289 -2.860 -6.873  0.21
H10 -2.888 -1.288 -6.602  0.22
H11 -0.447 -3.775 -5.629  0.32
H12 1.365 -3.362 -3.965  0.51
H13 -0.123 0.583 -3.303  0.49
H14 -1.965 0.177 -4.926  0.37
H15 -0.760 -4.797 -0.692  0.55
H16 -1.753 -4.163 1.551  0.53
H17 -1.105 -1.932 2.494  0.56
S2 -3.319 1.738 2.452  -0.36
C18 -3.642 0.558 1.213  0.37
C19 -4.873 0.042 0.833  -0.59
C20 -4.904 -0.862 -0.210  -0.92
C21 -3.734 -1.192 -0.894  -1.26
C22 -2.513 -0.663 -0.524  0.55
C23 -2.450 0.183 0.584  -1.00
N5 -1.316 0.792 1.135  0.94
C24 -1.639 1.649 2.095  0.30
C25 -0.591 2.378 2.748  1.36
C26 -0.849 3.366 3.701  -0.91
C27 0.199 4.071 4.251  -1.02
C28 1.495 3.772 3.840  -0.86
C29 1.732 2.771 2.913  -0.34
C30 0.710 2.020 2.320  0.59
H18 -5.780 0.356 1.333  0.47
H19 -5.846 -1.298 -0.514  0.45
H20 -3.777 -1.868 -1.738  0.57
H21 -1.635 -0.869 -1.117  0.70
H22 -1.874 3.577 3.988  0.48
H23 0.017 4.849 4.979  0.43
H24 2.326 4.331 4.250  0.48
H25 2.769 2.590 2.646  0.06
C31 -1.890 2.477 -1.390  -0.84
C32 -0.459 2.857 -1.179  -0.05
C33 0.128 4.033 -1.561  -0.99
C34 1.508 3.957 -1.235  -1.13
C35 1.716 2.735 -0.670  0.22
C36 3.011 2.055 -0.327  -0.75
N6 0.504 2.037 -0.617  1.79
H26 -2.302 3.108 -2.176  0.54
H27 -2.508 2.631 -0.500  0.17
H28 -1.992 1.440 -1.704  -0.05
H29 -0.373 4.870 -2.022  0.54
H30 2.257 4.707 -1.437  0.57
H31 3.726 2.260 -1.123  0.55
H32 2.865 0.966 -0.362  -0.08
H33 3.453 2.382 0.615  0.20

Force components x, y, z for each atom (eV/Å):
-0.401 1.333 0.237
-0.045 0.027 -0.047
0.124 0.159 0.151
0.357 -0.384 0.156
0.220 -0.097 0.264
-0.078 0.101 -0.216
-0.086 0.021 -0.095
-0.153 0.058 0.011
-0.029 0.016 0.029
-0.003 0.000 0.009
-0.017 -0.057 0.035
-0.217 0.096 -0.247
-0.161 0.094 -0.104
0.006 -0.041 -0.015
-0.009 0.005 0.003
0.004 -0.007 -0.017
-0.071 -0.039 0.044
0.115 -0.035 0.157
-0.088 0.029 -0.100
0.041 0.020 0.063
0.201 0.040 0.184
0.000 0.032 -0.041
-0.045 0.002 -0.035
0.118 0.373 0.267
-0.183 -0.025 -0.050
-0.205 -0.111 -0.047
0.214 -0.385 -0.162
-0.081 -0.469 0.269
0.004 -0.121 -0.094
0.130 0.224 -0.038
-0.029 -0.069 0.088
0.073 0.204 0.407
0.215 -0.776 -1.006
0.000 0.016 -0.051
0.007 0.011 -0.054
0.020 -0.009 0.019
-0.043 -0.027 -0.046
-0.047 0.024 -0.054
0.014 0.020 0.012
-0.048 -0.016 0.059
0.020 -0.001 0.002
-0.039 -0.008 0.000
0.179 -0.058 -0.105
0.285 0.019 0.100
-0.060 0.024 -0.022
-0.105 0.032 0.050
0.151 -0.017 -0.031
0.039 -0.040 0.128
-0.317 -0.124 -0.092
-0.302 0.380 0.122
-0.229 -0.349 -0.204
0.376 0.034 0.052
-0.124 -0.136 -0.103
0.043 0.001 -0.012
-0.095 0.042 0.031
0.258 -0.134 -0.219
-0.236 0.197 0.307
-0.007 -0.053 0.007
-0.002 0.032 -0.013
-0.012 0.040 -0.021
0.083 -0.075 -0.027
0.032 0.073 0.041
0.004 -0.011 0.006
0.017 -0.020 -0.002
-0.035 0.015 -0.002
0.120 0.086 0.087
-0.320 0.216 -0.053
0.089 -0.128 0.163
-0.055 0.074 0.132
0.297 -0.001 -0.313
-0.338 0.344 0.019
0.168 -0.159 0.031
-0.007 0.008 0.002
-0.016 -0.051 -0.012
-0.034 0.044 -0.060
-0.049 -0.064 -0.077
0.056 -0.066 0.013
0.078 -0.210 0.008
0.314 -0.063 0.070
-0.053 -0.127 0.051